Entry 1:
{"formula": "C3H3N2S", "method": "ωB97M-V/def2-TZVPD", "total_charge": 1, "symbols": ["C", "C", "C", "N", "N", "S", "H", "H", "H"], "coordinates": [[-1.501, -1.019, -0.080], [-0.084, 0.952, -0.086], [1.429, 0.811, 0.077], [-0.261, -1.354, 0.006], [0.499, -0.285, -0.024], [-1.733, 0.722, -0.079], [-2.355, -1.811, -0.241], [2.249, 1.112, -0.680], [1.757, 0.872, 1.107]], "forces_ev_per_angstrom": [[-1.4840, -0.9013, -0.3339], [1.2405, -3.4185, 0.0804], [1.8347, 0.7360, 0.6207], [0.6481, -1.8584, -0.2404], [-2.4389, 3.3356, -1.2067], [-0.1135, 0.4662, -0.2832], [1.8091, 1.8554, 0.6287], [-1.8810, -0.8116, 0.7142], [0.3850, 0.5965, 0.0202]]}

Entry 2:
{"formula": "C3H3N3", "method": "ωB97M-V/def2-TZVPD", "total_charge": 0, "symbols": ["C", "C", "C", "N", "N", "N", "H", "H", "H"], "coordinates": [[1.389, 1.598, 0.220], [2.696, -0.716, 0.013], [0.464, 0.556, 0.510], [1.965, 2.482, -0.261], [3.722, -1.204, -0.069], [-0.399, 0.052, -0.400], [0.389, 0.397, 1.551], [-0.066, 0.362, -1.255], [-1.053, -0.666, -0.362]], "forces_ev_per_angstrom": [[0.1192, 1.0503, -2.0467], [-3.4801, 1.4970, 0.8683], [0.0075, -2.0708, -0.9326], [-0.5096, -0.5307, 0.8679], [2.2360, -1.0825, -0.2840], [3.0981, 3.1627, 2.4179], [-0.4534, -0.8337, 0.9150], [-0.0815, 0.1734, -2.5788], [-0.9362, -1.3658, 0.7729]]}

Entry 3:
{"formula": "C3H3N3", "method": "ωB97M-V/def2-TZVPD", "total_charge": 0, "symbols": ["C", "C", "C", "H", "H", "H", "N", "N", "N"], "coordinates": [[-0.693, -0.126, -0.163], [0.358, -1.166, -0.308], [1.235, 0.677, 0.180], [-2.292, 0.882, 0.241], [-0.065, -2.119, -0.263], [1.965, 1.489, 0.480], [-1.997, -0.115, -0.041], [1.523, -0.608, -0.268], [-0.033, 1.085, 0.142]], "forces_ev_per_angstrom": [[-3.0261, 2.5588, 1.4618], [-0.9842, 1.9831, -0.1990], [-1.9742, 4.4102, -0.5575], [0.7484, -1.7554, -0.7617], [0.7566, -2.1271, -0.7315], [-0.3250, -1.6983, -0.5019], [1.8021, -0.0750, -0.0465], [-0.2893, -2.0301, 1.0637], [3.2917, -1.2662, 0.2726]]}

ΔE to the lowest compared entry with this formula, charge and spin values (in kJ/mol) by entry order: 295.59 405.28 198.20.
DFT total energy values (in a.u.) by entry order: -623.38202 -280.22642 -280.30529.